Arrangement A

Below is 2 unconnected molecules or ions with the total composition C6H10N2, with properties calculated with ωB97M-V/def2-TZVPD.

Properties
HOMO energy (alpha / beta) = -7.2 / -7.3 eV
Frontier orbital gap (alpha / beta) = 6.87 / 7.03 eV

Positions of all 18 atoms, in Å:
C1 1.166 -0.517 -0.622
C2 2.027 0.705 -0.658
C3 0.283 -2.039 1.012
N1 0.485 -0.848 0.492
H1 1.366 -1.333 -1.301
H2 -0.588 0.694 -1.106
H3 0.790 -2.892 0.595
H4 -0.479 -2.162 1.760
H5 3.027 0.512 -0.252
H6 1.584 1.514 -0.074
H7 2.146 1.053 -1.684
C4 -1.361 1.121 -0.416
C5 -2.561 0.508 -0.390
C6 -0.211 0.269 1.196
N2 -0.288 0.814 2.222
H8 -1.290 2.159 -0.121
H9 -2.690 -0.491 -0.787
H10 -3.405 0.931 0.135

So, what does the Mulliken scheme give us? The charges, in e, come out as: C -0.48; C -1.03; C -0.46; N 0.22; H 0.48; H 0.30; H 0.28; H 0.28; H 0.30; H 0.31; H 0.33; C -0.56; C -0.53; C 0.14; N -0.46; H 0.32; H 0.27; H 0.28

=====

Arrangement B

Below is a single C6H10N2 molecule, with properties calculated with ωB97M-V/def2-TZVPD.

Properties
HOMO energy = -7.4 eV
Frontier orbital gap = 8.33 eV

Positions of all 18 atoms, in Å:
C1 1.975 0.315 -0.745
N1 0.207 0.382 1.022
C2 0.796 -0.399 -0.114
C3 0.959 -0.917 1.259
C4 -1.152 0.466 1.300
C5 -0.147 -0.951 -1.125
C6 -1.227 -0.340 -1.584
N2 -1.587 1.521 1.831
H1 0.690 1.244 1.274
H2 -2.570 1.511 2.087
H3 0.215 -1.702 1.480
H4 -1.706 -0.453 1.081
H5 0.120 -1.937 -1.482
H6 2.499 -0.394 -1.392
H7 1.645 1.163 -1.353
H8 2.670 0.653 0.027
H9 -1.511 0.648 -1.258
H10 -1.878 -0.808 -2.307

So, what does the Mulliken scheme give us? The charges, in e, come out as: C -1.54; N -0.01; C 0.81; C -0.50; C -0.05; C -0.49; C -0.86; N -0.67; H 0.31; H 0.27; H 0.19; H 0.47; H 0.33; H 0.38; H 0.36; H 0.40; H 0.30; H 0.29

=====

Energies relative to the minimum, eV: arrangement A 1.515; arrangement B 0.000

=====

Arrangement A

Below is a single C3H5N3 molecule, with properties calculated with ωB97M-V/def2-TZVPD.

Properties
HOMO energy = -9.0 eV
Structure (SMILES) = [H]/N=C1\CN=CN1
Frontier orbital gap = 9.98 eV

Positions of all 11 atoms, in Å:
N1 1.144 -0.970 -1.421
C1 0.450 -0.386 -0.535
C2 0.300 1.048 -0.038
N2 -0.869 1.070 0.842
C3 -1.162 -0.158 1.030
N3 -0.406 -1.072 0.321
H1 1.705 -0.307 -1.953
H2 1.189 1.238 0.582
H3 0.265 1.817 -0.812
H4 -1.951 -0.500 1.694
H5 -0.422 -2.075 0.396

So, what does the Mulliken scheme give us? The charges, in e, come out as: N -0.73; C 0.49; C -0.36; N -0.52; C -0.08; N -0.15; H 0.23; H 0.24; H 0.33; H 0.36; H 0.19

=====

Arrangement B

Below is a single C3H5N3 molecule, with properties calculated with ωB97M-V/def2-TZVPD.

Properties
HOMO energy = -7.6 eV
Frontier orbital gap = 8.62 eV

Positions of all 11 atoms, in Å:
C1 0.921 0.672 -1.311
C2 -0.092 -0.597 0.180
C3 -0.523 -1.323 1.371
N1 0.904 -0.442 -0.559
N2 -0.897 1.257 -0.028
N3 -0.173 1.513 -1.020
H1 1.716 0.994 -1.967
H2 -0.221 -0.653 2.163
H3 -1.547 -1.508 1.421
H4 0.110 -2.247 1.289
H5 -0.199 2.334 -1.539

So, what does the Mulliken scheme give us? The charges, in e, come out as: C -0.26; C 0.56; C -0.85; N -0.47; N -0.73; N 0.34; H 0.40; H 0.22; H 0.28; H 0.30; H 0.22

=====

Energies relative to the minimum, eV: arrangement A 0.000; arrangement B 3.604

=====

Arrangement A

Below is a single C4H3N3 molecule, with properties calculated with ωB97M-V/def2-TZVPD.

Properties
HOMO energy = -9.8 eV
Frontier orbital gap = 8.63 eV

Positions of all 10 atoms, in Å:
C1 2.862 -0.626 0.755
C2 1.606 -0.462 0.699
C3 0.350 -0.217 0.279
C4 -0.154 0.972 -0.486
N1 -1.544 0.644 -0.801
N2 -1.847 -0.450 -0.306
N3 -0.750 -0.987 0.370
H1 0.426 1.137 -1.399
H2 -0.118 1.895 0.104
H3 -0.830 -1.906 0.783

So, what does the Mulliken scheme give us? The charges, in e, come out as: C -0.59; C -0.21; C 0.46; C -0.13; N -0.11; N -0.36; N 0.16; H 0.26; H 0.26; H 0.25

=====

Arrangement B

Below is a molecular structure, C4H3N3, with properties calculated with ωB97M-V/def2-TZVPD.

Properties
HOMO energy = -9.5 eV
Frontier orbital gap = 10.09 eV

Positions of all 10 atoms, in Å:
N1 3.325 -0.496 0.036
C1 2.167 -0.426 0.040
C2 0.745 -0.335 0.041
N2 -0.068 -1.349 0.237
C3 -1.242 -0.774 0.071
C4 -1.253 0.565 -0.113
N3 0.088 0.845 -0.171
H1 -2.265 -1.089 0.488
H2 -2.005 1.312 -0.299
H3 0.509 1.747 -0.329

So, what does the Mulliken scheme give us? The charges, in e, come out as: N -0.42; C 0.28; C 0.33; N -0.52; C -0.24; C -0.19; N -0.09; H 0.26; H 0.40; H 0.20

=====

Energies relative to the minimum, eV: arrangement A 4.446; arrangement B 0.000

=====

Arrangement A

Below is a single C4H3N3 molecule, with properties calculated with ωB97M-V/def2-TZVPD.

Properties
HOMO energy (alpha / beta) = -10.8 / -10.0 eV
Frontier orbital gap (alpha / beta) = 8.12 / 8.65 eV

Positions of all 10 atoms, in Å:
C1 -0.932 -1.447 1.972
C2 -2.103 0.434 1.078
C3 0.054 -0.242 0.046
C4 -1.007 -0.425 1.030
N1 -0.861 -2.318 2.722
N2 -3.001 1.155 1.060
N3 0.025 0.687 -0.934
H1 0.932 0.042 0.675
H2 0.434 -1.206 -0.346
H3 -0.755 1.339 -0.881

So, what does the Mulliken scheme give us? The charges, in e, come out as: C 0.21; C 0.00; C -0.31; C 0.36; N -0.40; N -0.34; N -0.55; H 0.32; H 0.41; H 0.29

=====

Arrangement B

Below is a single C4H3N3 molecule, with properties calculated with ωB97M-V/def2-TZVPD.

Properties
HOMO energy = -8.9 eV
Frontier orbital gap = 8.65 eV

Positions of all 10 atoms, in Å:
N1 -0.016 1.896 2.628
C1 0.040 1.238 1.664
C2 0.131 0.434 0.505
N2 1.213 0.192 -0.258
C3 0.913 -0.707 -1.333
C4 -0.451 -0.910 -1.174
N3 -0.906 -0.182 -0.097
H1 2.093 -0.418 -0.340
H2 -1.142 -1.500 -1.763
H3 -1.875 -0.043 0.169

So, what does the Mulliken scheme give us? The charges, in e, come out as: N -0.39; C 0.24; C 0.23; N -0.16; C -0.70; C -0.29; N -0.04; H 0.51; H 0.38; H 0.22

=====

Arrangement C

Below is a single C4H3N3 molecule, with properties calculated with ωB97M-V/def2-TZVPD.

Properties
HOMO energy = -9.0 eV
Frontier orbital gap = 8.23 eV

Positions of all 10 atoms, in Å:
C1 -2.650 0.453 0.027
C2 -0.298 -0.294 -0.003
C3 1.094 0.040 -0.047
C4 -1.289 0.644 -0.173
N1 -3.791 0.304 0.068
N2 1.253 1.271 0.039
N3 0.645 2.251 0.132
H1 -0.479 -1.328 0.217
H2 1.819 -0.593 0.180
H3 -0.914 1.582 -0.252

So, what does the Mulliken scheme give us? The charges, in e, come out as: C 0.25; C -0.02; C -0.50; C -0.58; N -0.43; N 0.39; N -0.52; H 0.33; H 0.43; H 0.66

=====

Arrangement D

Below is a single C4H3N3 molecule, with properties calculated with ωB97M-V/def2-TZVPD.

Properties
HOMO energy = -8.7 eV
Structure (SMILES) = N#C/C=N\C=C=N
Frontier orbital gap = 8.20 eV

Positions of all 10 atoms, in Å:
C1 -1.434 -0.390 -0.023
C2 1.109 0.838 -0.007
C3 1.147 -0.503 -0.174
C4 -1.237 1.025 0.129
N1 -1.650 -1.494 -0.092
N2 -0.081 1.574 0.068
N3 1.356 -1.655 0.166
H1 2.020 1.391 -0.090
H2 -2.094 1.721 0.253
H3 0.864 -2.508 -0.231

So, what does the Mulliken scheme give us? The charges, in e, come out as: C 0.37; C -0.35; C 0.31; C -0.16; N -0.40; N -0.39; N -0.43; H 0.35; H 0.35; H 0.34

=====

Energies relative to the minimum, eV: arrangement A 0.959; arrangement B 0.704; arrangement C 0.612; arrangement D 0.000

=====

Arrangement A

Below is a single C4H3N3 molecule, with properties calculated with ωB97M-V/def2-TZVPD.

Properties
HOMO energy = -9.3 eV
Frontier orbital gap = 9.15 eV

Positions of all 10 atoms, in Å:
C1 -0.312 1.640 -0.912
C2 0.236 0.805 -1.677
C3 0.090 -0.049 -0.395
C4 -0.924 -0.813 0.155
N1 -0.437 -1.500 1.218
N2 0.821 -1.219 1.363
N3 1.150 -0.343 0.412
H1 -0.779 2.408 -0.320
H2 -1.952 -0.899 -0.168
H3 2.107 -0.031 0.322

So, what does the Mulliken scheme give us? The charges, in e, come out as: C 0.08; C -0.88; C 0.53; C -0.28; N -0.25; N -0.53; N 0.23; H 0.41; H 0.43; H 0.25

=====

Arrangement B

Below is a single C4H3N3 molecule, with properties calculated with ωB97M-V/def2-TZVPD.

Properties
HOMO energy = -11.1 eV
Structure (SMILES) = N#C[C@@H]1N[C@@H]1C#N
Frontier orbital gap = 11.08 eV

Positions of all 10 atoms, in Å:
C1 -0.165 -1.107 -1.358
C2 -0.363 -0.803 -0.105
C3 0.010 0.514 0.558
C4 0.564 1.585 -0.296
H1 -1.181 -1.180 0.357
H2 0.459 -0.896 1.793
H3 -0.774 0.935 1.246
N1 -0.101 -1.236 -2.451
N2 0.815 -0.557 0.915
N3 0.737 2.745 -0.659

So, what does the Mulliken scheme give us? The charges, in e, come out as: C 0.21; C -0.51; C 0.70; C -0.20; H 0.47; H 0.27; H 0.38; N -0.32; N -0.59; N -0.41

=====

Energies relative to the minimum, eV: arrangement A 1.543; arrangement B 0.000

=====

Arrangement A

Below is a molecular structure, C2H3ClFI, with properties calculated with ωB97M-V/def2-TZVPD.

Properties
HOMO energy = -10.0 eV
Frontier orbital gap = 9.80 eV

Positions of all 8 atoms, in Å:
C1 0.151 0.098 -0.083
C2 1.456 0.719 -0.286
F1 1.566 1.069 -1.865
Cl1 1.772 2.263 0.585
I1 3.232 -0.448 0.061
H1 -0.205 -0.085 0.977
H2 -0.836 0.592 -0.326
H3 0.008 -0.934 -0.451

So, what does the Mulliken scheme give us? The charges, in e, come out as: C -1.13; C 0.37; F -0.32; Cl -0.12; I 0.15; H 0.35; H 0.34; H 0.34

=====

Arrangement B

Below is 2 unconnected molecules or ions with the total composition C2H3ClFI, with properties calculated with ωB97M-V/def2-TZVPD.

Properties
HOMO energy = -9.2 eV
Structure (SMILES) = C=C(Cl)I.F
Frontier orbital gap = 9.45 eV

Positions of all 8 atoms, in Å:
C1 -0.357 0.634 -0.610
C2 0.743 0.009 -0.935
F1 -0.754 -0.813 1.888
Cl1 0.804 -1.632 -1.258
I1 2.686 1.037 -0.953
H1 -1.235 0.010 -0.422
H2 -1.467 -0.936 2.500
H3 -0.419 1.691 -0.210

So, what does the Mulliken scheme give us? The charges, in e, come out as: C -0.62; C 0.20; F -0.37; Cl -0.16; I 0.05; H 0.26; H 0.38; H 0.26

=====

Energies relative to the minimum, eV: arrangement A 0.208; arrangement B 0.000

=====

Arrangement A

Below is a molecular structure, C4H9NS, with properties calculated with ωB97M-V/def2-TZVPD.

Properties
HOMO energy = -8.5 eV
Frontier orbital gap = 9.32 eV

Positions of all 15 atoms, in Å:
C1 1.736 1.513 -0.075
C2 -0.644 -1.102 1.141
C3 -0.306 -0.774 -1.361
C4 -0.367 -0.161 0.011
N1 1.514 0.353 0.285
S1 -1.330 1.331 0.001
H1 2.748 1.906 -0.002
H2 0.989 2.219 -0.461
H3 -0.738 -0.574 2.090
H4 0.169 -1.822 1.219
H5 -1.574 -1.644 0.945
H6 -1.293 -1.132 -1.657
H7 0.024 -0.038 -2.092
H8 0.390 -1.608 -1.363
H9 -1.319 1.532 1.319

So, what does the Mulliken scheme give us? The charges, in e, come out as: C -0.21; C -1.39; C -1.40; C 0.86; N -0.50; S -0.20; H 0.29; H 0.22; H 0.39; H 0.35; H 0.34; H 0.37; H 0.36; H 0.37; H 0.16

=====

Arrangement B

Below is a molecular structure, C4H9NS, with properties calculated with ωB97M-V/def2-TZVPD.

Properties
HOMO energy = -8.4 eV
Frontier orbital gap = 9.09 eV

Positions of all 15 atoms, in Å:
C1 -0.164 -1.559 -0.407
C2 1.115 -0.245 -0.909
C3 0.793 0.883 -0.162
C4 -0.135 0.785 1.017
N1 -2.271 -1.295 1.250
S1 -1.329 -0.570 0.282
H1 -0.489 -2.212 -1.199
H2 2.057 -0.756 -0.746
H3 0.982 -0.155 -1.994
H4 1.644 1.322 0.304
H5 0.403 1.622 -0.750
H6 0.259 0.497 1.948
H7 -0.553 1.691 1.219
H8 -1.770 -1.815 1.975
H9 -2.405 0.180 -0.005

So, what does the Mulliken scheme give us? The charges, in e, come out as: C -0.63; C -0.47; C -0.68; C -0.71; N -0.67; S 0.38; H 0.29; H 0.34; H 0.27; H 0.34; H 0.35; H 0.35; H 0.46; H 0.20; H 0.19

=====

Arrangement C

Below is a single C4H9NS molecule, with properties calculated with ωB97M-V/def2-TZVPD.

Properties
HOMO energy (alpha / beta) = -7.8 / -8.0 eV
Frontier orbital gap (alpha / beta) = 7.76 / 8.30 eV

Positions of all 15 atoms, in Å:
C1 0.383 0.412 -0.401
C2 -0.230 -0.874 -0.476
C3 -0.471 1.502 0.325
C4 -1.332 -1.345 0.475
N1 1.556 -0.015 0.545
S1 2.962 -0.282 -0.148
H1 0.714 0.812 -1.328
H2 0.118 -1.648 -1.099
H3 -1.145 1.033 0.974
H4 -0.978 2.027 -0.476
H5 0.281 2.198 0.836
H6 -1.961 -0.488 0.654
H7 -1.006 -1.961 1.387
H8 -1.993 -2.052 -0.089
H9 3.101 0.682 -1.179

So, what does the Mulliken scheme give us? The charges, in e, come out as: C 0.42; C -0.66; C -1.27; C -0.99; N -0.38; S -0.10; H 0.61; H 0.45; H 0.37; H 0.31; H 0.29; H 0.30; H 0.22; H 0.32; H 0.13

=====

Energies relative to the minimum, eV: arrangement A 0.000; arrangement B 4.697; arrangement C 1.974

=====

Arrangement A

Below is a single C4H9NS molecule, with properties calculated with ωB97M-V/def2-TZVPD.

Properties
HOMO energy = -8.8 eV
Structure (SMILES) = CCNCC=S
Frontier orbital gap = 8.17 eV

Positions of all 15 atoms, in Å:
C1 2.146 -0.730 0.257
C2 1.097 0.210 -0.266
C3 -1.378 0.634 -0.186
C4 -2.529 0.163 0.745
H1 1.907 -1.775 -0.189
H2 3.138 -0.326 0.018
H3 2.280 -0.616 1.432
H4 1.178 1.235 0.053
H5 1.255 0.218 -1.366
H6 -0.414 -1.111 -0.989
H7 -1.726 0.959 -1.327
H8 -0.820 1.741 0.230
H9 -1.952 0.316 1.846
N1 -0.310 -0.398 -0.136
S1 -3.872 -0.518 -0.123

So, what does the Mulliken scheme give us? The charges, in e, come out as: C -0.99; C -0.45; C -0.35; C -0.28; H 0.24; H 0.36; H 0.24; H 0.45; H 0.25; H 0.28; H 0.33; H 0.24; H 0.29; N -0.38; S -0.21

=====

Arrangement B

Below is a single C4H9NS molecule, with properties calculated with ωB97M-V/def2-TZVPD.

Properties
HOMO energy = -8.1 eV
Structure (SMILES) = CC(C)NC=S
Frontier orbital gap = 8.90 eV

Positions of all 15 atoms, in Å:
C1 -0.153 -0.225 1.467
C2 0.120 -0.616 -0.016
C3 1.625 -0.431 -0.418
C4 -1.498 1.125 -0.564
H1 0.391 0.704 1.492
H2 -1.224 -0.052 1.551
H3 0.371 -0.903 2.180
H4 0.033 -1.695 -0.123
H5 1.977 0.558 -0.243
H6 1.698 -0.560 -1.474
H7 2.202 -1.133 0.067
H8 -0.754 -0.152 -1.875
H9 -1.478 1.375 0.486
N1 -0.772 0.107 -0.902
S1 -2.540 1.897 -1.629

So, what does the Mulliken scheme give us? The charges, in e, come out as: C -1.52; C 0.58; C -1.43; C -0.29; H 0.42; H 0.39; H 0.35; H 0.25; H 0.36; H 0.39; H 0.42; H 0.26; H 0.30; N -0.12; S -0.36

=====

Energies relative to the minimum, eV: arrangement A 3.415; arrangement B 0.000